Record 1
{"formula": "C3H3N3O", "method": "ωB97M-V/def2-TZVPD", "species": ["O", "N", "N", "N", "C", "C", "C", "H", "H", "H"], "coordinates": [[-0.180, -0.170, -1.055], [2.289, 0.249, 0.496], [-0.596, 1.135, -1.146], [-1.358, 0.187, 0.739], [-1.322, 1.363, -0.077], [-0.668, -0.680, 0.082], [2.216, -0.844, 0.137], [-0.487, -1.635, 0.410], [1.956, -1.885, 0.133], [-1.850, 2.280, 0.281]], "smiles": "c1ncon1.C#N", "e_lumo_ha": 0.0279}

Record 2
{"formula": "C3H6N2O", "method": "ωB97M-V/def2-TZVPD", "species": ["O", "N", "N", "C", "C", "C", "H", "H", "H", "H", "H", "H"], "coordinates": [[-1.616, -0.109, -0.162], [-0.486, 1.692, 0.969], [1.432, -0.362, 0.696], [-0.589, 0.760, 0.138], [0.409, 0.021, -0.637], [-0.722, -0.945, -0.943], [-1.071, -1.054, -1.972], [1.516, -0.734, 1.659], [1.020, 0.460, -1.426], [-0.602, -1.923, -0.483], [-1.363, 1.788, 1.470], [2.073, 0.407, 0.692]], "e_lumo_ha": 0.0364}

Record 3
{"formula": "C40H60EuN15O2", "method": "ωB97M-V/def2-TZVPD", "species": ["Eu", "O", "O", "N", "N", "N", "N", "N", "N", "N", "N", "N", "N", "N", "N", "N", "N", "N", "C", "C", "C", "C", "C", "C", "C", "C", "C", "C", "C", "C", "C", "C", "C", "C", "C", "C", "C", "C", "C", "C", "C", "C", "C", "C", "C", "C", "C", "C", "C", "C", "C", "C", "C", "C", "C", "C", "C", "C", "H", "H", "H", "H", "H", "H", "H", "H", "H", "H", "H", "H", "H", "H", "H", "H", "H", "H", "H", "H", "H", "H", "H", "H", "H", "H", "H", "H", "H", "H", "H", "H", "H", "H", "H", "H", "H", "H", "H", "H", "H", "H", "H", "H", "H", "H", "H", "H", "H", "H", "H", "H", "H", "H", "H", "H", "H", "H", "H", "H"], "coordinates": [[0.234, -0.066, 0.200], [-0.200, -2.025, -0.866], [-3.061, 3.161, 0.435], [0.676, 3.074, -2.758], [-1.330, -1.464, -0.829], [1.561, 4.826, -1.503], [3.006, -2.927, 0.107], [1.037, 1.289, 2.122], [-1.444, 1.444, 0.143], [0.694, -0.148, -2.410], [-1.873, -1.156, -1.961], [-0.983, -3.713, 1.810], [1.176, 2.720, -0.496], [-0.025, -3.301, 3.868], [-3.777, -0.560, 0.349], [-0.134, -1.557, 2.301], [4.586, -1.910, 1.452], [2.670, -0.718, 0.696], [0.143, -0.960, -3.355], [-3.152, -0.480, -2.031], [-2.247, -3.487, 1.150], [1.138, 3.524, -1.524], [2.473, 1.087, 2.393], [3.220, 0.560, 1.159], [-0.367, -2.809, 2.629], [-5.807, 0.466, 1.114], [0.243, -2.209, -5.461], [0.824, 5.865, -2.206], [-6.137, 0.821, -0.157], [-5.554, 0.918, -2.535], [1.259, 3.597, -3.982], [-1.001, -2.722, -5.227], [-2.254, 2.310, 0.291], [5.673, -2.722, 0.925], [1.876, 0.379, -2.660], [1.441, 3.377, 0.784], [2.654, -2.930, -1.298], [-3.499, -0.045, -3.293], [-4.612, -0.239, 1.307], [-0.697, 2.632, -2.920], [0.738, 2.724, 1.964], [-1.712, -2.347, -4.076], [2.794, 5.290, -0.892], [0.171, 0.772, 3.206], [-4.052, -0.193, -0.923], [-5.258, 0.511, -1.220], [-4.681, 0.655, -3.544], [4.840, -1.418, 2.795], [1.329, -3.291, 4.388], [2.101, -0.734, -4.757], [3.403, -1.796, 0.778], [0.271, -0.732, 3.445], [2.612, 0.125, -3.830], [3.126, -4.238, 0.713], [-1.164, -1.477, -3.172], [-0.954, -4.156, 4.591], [-0.595, -5.111, 1.843], [0.831, -1.314, -4.540], [-0.641, -5.204, 4.607], [3.466, -4.150, 1.742], [3.408, 4.450, -0.581], [1.024, 3.269, 2.873], [5.618, -0.651, 2.805], [-2.193, -3.764, 0.095], [-4.897, 0.979, -4.552], [3.575, 0.596, -3.971], [-1.023, -3.810, 5.624], [-0.761, 1.917, -3.743], [3.098, 1.281, 0.344], [2.238, 4.024, -3.779], [2.266, 1.047, -1.899], [-1.454, -3.410, -5.926], [6.588, -2.125, 0.921], [-4.314, -0.548, 2.306], [5.191, -2.247, 3.416], [-1.946, -4.084, 4.151], [0.632, 4.355, -4.463], [0.627, 6.689, -1.516], [3.817, -4.884, 0.163], [2.146, -4.721, 0.718], [-1.357, 3.476, -3.162], [0.348, -5.243, 2.369], [2.517, 3.404, 0.986], [-1.357, -5.739, 2.314], [-0.468, -5.460, 0.815], [0.794, -2.483, -6.351], [-0.860, 1.028, 2.945], [1.674, -3.379, -1.467], [1.293, -0.979, 3.742], [3.396, -3.508, -1.862], [-2.704, -2.746, -3.906], [2.587, 0.376, 3.208], [-7.051, 1.360, -0.366], [1.634, -4.315, 4.620], [-3.017, -4.110, 1.619], [1.389, 6.267, -3.051], [-6.479, 1.447, -2.725], [1.414, -2.703, 5.306], [3.935, -1.019, 3.243], [3.356, 5.867, -1.630], [-2.839, -0.238, -4.125], [-2.523, -2.445, 1.226], [2.646, -1.910, -1.674], [-0.135, 5.489, -2.553], [1.384, 2.772, -4.688], [5.858, -3.607, 1.540], [1.088, 4.411, 0.757], [0.406, 1.270, 4.155], [2.944, 2.017, 2.724], [2.646, -0.972, -5.662], [-1.050, 2.170, -2.005], [-0.333, 2.841, 1.827], [-6.431, 0.711, 1.962], [2.606, 5.940, -0.033], [4.284, 0.506, 1.394], [-0.367, -0.968, 4.303], [2.017, -2.894, 3.641], [5.467, -3.032, -0.095]], "total_charge": 2, "multiplicity": 7, "e_lumo_ha": [-0.2188, -0.2180]}

Table of energy (Ha), in record order: -355.53118 -302.55050 -3241.90937
Table of relative energy (zero: lowest compared OMol25 entry of this formula, charge and spin) (kcal per mole), in record order: 68.2 89.5 11.4